# 1
This record from the OMol25 dataset describes a gas-phase ion, C4H4NS (charge +1). The level of theory is ωB97M-V/def2-TZVPD.

Element x y z (Å)
C  0.734  -0.377  1.325
C  -0.418  -0.808  -0.813
C  0.029  0.197  0.227
C  0.043  1.489  0.088
N  1.307  -0.922  2.148
S  -0.729  -2.367  -0.094
H  -1.305  -0.482  -1.467
H  0.468  -0.841  -1.542
H  -0.348  1.998  -0.761
H  0.220  2.112  0.887

Properties
- Strongest force on any atom: 2.4 eV/A
- Total charge: +1
- Energy relative to the best compared isomer or geometry (same formula, charge and spin): 88.4 kcal/mol

# 2
This record from the OMol25 dataset describes a gas-phase ion, C4H4NS (charge +1). The level of theory is ωB97M-V/def2-TZVPD.

Element x y z (Å)
C  1.710  -1.143  0.209
C  -0.723  -0.824  -0.681
C  0.557  -0.377  0.159
C  0.512  0.829  0.814
N  2.699  -1.705  0.317
S  -2.113  -1.184  0.402
H  -0.861  0.047  -1.377
H  -0.674  -1.596  -1.435
H  -0.374  1.361  0.823
H  1.257  1.152  1.496

Properties
- Strongest force on any atom: 3.0 eV/A
- ⟨S²⟩: 2.01
- Spin multiplicity: 3
- Total charge: +1
- Energy relative to the best compared isomer or geometry (same formula, charge and spin): 10.3 kcal/mol

# 3
This record from the OMol25 dataset describes a molecular structure, C4H4NaO5Tl. The level of theory is ωB97M-V/def2-TZVPD.

Element x y z (Å)
O  3.604  0.792  0.343
C  2.836  -0.287  0.384
C  3.664  1.326  -0.998
O  2.036  -0.538  1.265
O  2.683  -0.735  -0.862
C  2.738  0.381  -1.765
Na  -0.064  -0.896  1.959
H  4.703  1.314  -1.340
H  3.305  2.361  -0.975
H  3.112  0.022  -2.727
C  -1.131  0.298  -0.844
O  -1.386  -0.175  0.294
O  -1.972  0.604  -1.696
Tl  -4.294  0.276  -0.899
H  1.505  0.722  -1.879

Properties
- Strongest force on any atom: 3.8 eV/A
- ⟨S²⟩: 0.75
- Spin multiplicity: 2
- Total charge: +1
- E: -23554.1671 eV

> What is the strongest force on any atom in the second record?

3.0 eV/A